54
Properties=species:S:1:pos:R:3:lowdin_charge:R:1 method="wB97M-V/def2-TZVPD" molar_mass_g_mol=385.6 total_charge=+2 orbital_gap_ev="6.46 / 6.46"
Be 0.36 0.46 -0.37 0.29
S 1.13 1.66 1.88 0.87
S -0.15 0.35 -3.04 0.87
C 0.04 1.17 3.29 -0.31
C 0.40 3.29 1.48 -0.42
C -0.74 3.14 0.49 -0.26
N -0.24 2.48 -0.77 -0.08
C -1.34 2.53 -1.81 -0.26
C -0.81 2.05 -3.15 -0.42
H 1.21 3.87 1.03 0.09
H 0.05 3.76 2.40 0.11
H -1.19 4.13 0.30 0.15
H -1.53 2.51 0.92 0.07
H -1.77 3.54 -1.92 0.14
H -2.16 1.88 -1.47 0.08
H 0.04 2.68 -3.45 0.09
H -1.60 2.08 -3.90 0.10
C -1.70 -0.60 -3.36 -0.33
H 0.50 3.11 -1.13 0.13
H -2.55 -0.15 -2.83 0.04
H -1.52 -1.61 -3.00 0.04
H -1.90 -0.63 -4.44 0.06
H 0.14 0.09 3.39 0.03
H -1.01 1.44 3.07 0.05
H 0.37 1.65 4.22 0.06
C 2.75 1.07 -1.19 -0.07
C 2.80 -0.25 -0.85 -0.07
H 3.15 1.82 -0.47 0.08
H 2.69 1.35 -2.25 0.07
H 3.17 -0.55 0.14 0.08
H 2.64 -1.06 -1.58 0.10
C 3.48 -3.91 1.98 -0.03
C 2.91 -4.30 0.75 -0.03
C 1.99 -3.46 0.12 -0.02
C 1.70 -2.23 0.72 -0.31
C 2.20 -1.85 1.97 -0.04
C 3.12 -2.70 2.58 -0.04
N 0.72 -1.37 0.09 0.06
N -0.34 -2.07 -0.21 0.16
C -1.52 -1.41 -0.01 -0.32
C -2.68 -2.22 0.08 0.04
C -3.89 -1.62 0.34 0.00
C -3.93 -0.23 0.43 0.00
C -2.78 0.53 0.26 -0.09
N -1.56 -0.05 0.03 0.11
H 4.21 -4.56 2.47 0.12
H 3.19 -5.24 0.28 0.12
H 1.52 -3.75 -0.83 0.13
H 1.88 -0.89 2.38 0.07
H 3.55 -2.39 3.54 0.12
H -2.50 -3.31 0.05 0.15
H -4.83 -2.21 0.47 0.15
H -4.82 0.35 0.61 0.12
H -2.82 1.66 0.29 0.11